1.
Density functional theory data (ωB97M-V/def2-TZVPD) for a 2-piece molecular cluster, C3H10NO overall in a non-equilibrium geometry.

Calculated values
DFT total energy in hartree: -249.98898
Net charge: +1
Gap between HOMO and LUMO in eV: 8.8
Energy relative to the best compared isomer or geometry (same formula, charge and spin) in kJ/mol: 170.2
Strongest force on any atom in eV Å⁻¹: 2.26

Each line ends with the natural charge from an NBO analysis.
Element x y z (Å)
C1 -0.12 -0.82 -3.05  0.17
N1 -0.42 -1.08 -1.84  -0.58
H1 0.76 -0.23 -3.29  0.22
H2 -0.83 -0.82 -3.87  0.24
H3 -0.16 -0.52 -1.01  0.49
H4 -1.36 -1.47 -1.76  0.43
C2 -0.18 1.03 1.61  -0.07
O1 -0.98 0.20 0.68  -0.79
C3 1.14 0.36 1.91  -0.65
H5 -0.07 1.94 1.04  0.19
H6 -0.86 1.22 2.44  0.20
H7 -1.41 -0.45 1.23  0.48
H8 1.42 -0.19 1.03  0.20
H9 1.91 1.10 2.11  0.24
H10 1.16 -0.29 2.77  0.23

2.
Density functional theory data (ωB97M-V/def2-TZVPD) for an isolated ion of composition C3H10NO and charge +1 in a non-equilibrium geometry.

Calculated values
DFT total energy in hartree: -250.02353
Net charge: +1
Gap between HOMO and LUMO in eV: 11.9
SMILES string: C[NH2+]CCO
Energy relative to the best compared isomer or geometry (same formula, charge and spin) in kJ/mol: 79.5
Strongest force on any atom in eV Å⁻¹: 2.22

Each line ends with the natural charge from an NBO analysis.
Element x y z (Å)
O1 -1.02 1.43 -0.61  -0.74
C1 -0.53 1.13 0.70  -0.12
C2 0.81 0.51 0.51  -0.22
N1 0.75 -0.71 -0.47  -0.50
C3 -0.46 -1.58 -0.43  -0.43
H1 -1.01 2.35 -0.80  0.50
H2 -0.40 2.08 1.24  0.23
H3 -1.29 0.63 1.30  0.21
H4 1.32 0.20 1.43  0.24
H5 1.58 1.09 0.00  0.23
H6 1.56 -1.26 -0.21  0.44
H7 0.94 -0.39 -1.41  0.44
H8 -1.21 -1.16 0.24  0.24
H9 -0.17 -2.55 -0.04  0.23
H10 -0.87 -1.77 -1.42  0.25

3.
Density functional theory data (ωB97M-V/def2-TZVPD) for a 2-piece molecular cluster, C3H10NO2 overall in a non-equilibrium geometry.

Calculated values
DFT total energy in hartree: -325.52819
Net charge: -1
Gap between HOMO and LUMO in eV: 7.3
Energy relative to the best compared isomer or geometry (same formula, charge and spin) in kJ/mol: 69.5
Strongest force on any atom in eV Å⁻¹: 2.44

Each line ends with the natural charge from an NBO analysis.
Element x y z (Å)
C1 -0.34 -1.98 -0.15  -0.21
C2 -0.72 -0.63 0.46  -0.44
C3 0.37 0.44 0.13  -0.02
O1 -0.03 1.71 0.44  -0.91
N1 -1.47 -2.89 -0.36  -0.87
H1 0.47 -2.44 0.42  0.17
H2 0.08 -1.86 -1.14  0.18
H3 -1.57 -0.24 -0.10  0.19
H4 -0.99 -0.77 1.51  0.17
H5 0.39 0.31 -0.97  0.09
H6 1.33 0.17 0.60  0.11
H7 -2.08 -2.88 0.45  0.34
H8 -2.10 -2.85 -1.14  0.36
H9 2.32 2.58 -1.07  0.43
H10 1.13 2.42 -0.03  0.50
O2 1.95 3.05 -0.31  -1.06